Entry 1:
{"formula": "C8H11NOSi", "method": "ωB97M-V/def2-TZVPD", "elements": ["C", "C", "C", "C", "C", "C", "C", "C", "N", "O", "Si", "H", "H", "H", "H", "H", "H", "H", "H", "H", "H", "H"], "xyz": [[-3.64, 0.74, 0.66], [-3.89, -0.21, -0.33], [-2.34, 0.99, 1.09], [-2.75, -0.97, -0.80], [-1.22, 0.44, 0.46], [-1.55, -0.46, -0.52], [2.19, -1.62, 0.52], [2.25, 0.74, -1.48], [0.11, 0.63, 0.71], [0.10, -1.31, -1.09], [1.12, -0.35, -0.36], [-4.40, 1.36, 1.13], [-4.86, -0.59, -0.46], [-2.24, 1.80, 1.88], [-2.82, -1.71, -1.53], [1.67, -1.93, 1.43], [2.50, -2.45, -0.18], [3.07, -1.03, 0.88], [3.21, 0.16, -1.72], [1.81, 0.83, -2.47], [2.61, 1.77, -1.46], [0.03, 0.94, 1.65]], "nbo_charge": [-0.179, -0.244, -0.274, -0.261, 0.099, 0.338, -1.149, -1.169, -0.983, -0.974, 2.024, 0.222, 0.220, 0.218, 0.248, 0.238, 0.256, 0.224, 0.235, 0.245, 0.254, 0.411], "multiplicity": 1, "orbital_gap_ev": 8.8, "lumo_ha": 0.018, "e_tot_ev": -19888.8305, "charge": 0, "e_homo_ev": -8.356}



Entry 2:
{"formula": "CH5N4OS", "method": "ωB97M-V/def2-TZVPD", "elements": ["C", "N", "N", "N", "N", "O", "S", "H", "H", "H", "H", "H"], "xyz": [[0.26, -0.34, 0.62], [-0.81, -0.64, -1.37], [0.48, 1.75, 0.14], [1.33, -0.94, 0.14], [-0.90, -0.23, -0.13], [2.17, -1.42, 0.94], [-2.23, 0.26, 0.70], [0.21, -0.29, 1.68], [-1.60, -0.84, -1.95], [-0.02, 1.61, -0.72], [-0.16, 2.17, 0.86], [1.27, -1.09, -0.91]], "nbo_charge": [0.169, -0.640, -0.915, -0.128, -0.197, -0.577, -0.271, 0.225, 0.345, 0.306, 0.318, 0.365], "multiplicity": 1, "orbital_gap_ev": [6.0, 6.2], "lumo_ha": [0.122, 0.129], "e_tot_ev": -19955.8490, "charge": -1, "e_homo_ev": [-2.696, -2.694]}



Entry 3:
{"formula": "C39H56CaN3O5P2Te", "method": "ωB97M-V/def2-TZVPD", "elements": ["Ca", "C", "C", "C", "P", "C", "C", "C", "C", "C", "C", "C", "C", "C", "C", "N", "C", "C", "C", "C", "C", "C", "C", "P", "C", "C", "C", "C", "C", "C", "H", "H", "H", "H", "H", "H", "H", "H", "H", "H", "H", "H", "H", "H", "H", "H", "H", "H", "H", "H", "H", "H", "H", "H", "H", "H", "H", "H", "H", "H", "H", "H", "H", "H", "H", "H", "H", "H", "H", "H", "O", "C", "O", "C", "O", "C", "C", "O", "O", "H", "H", "H", "H", "H", "C", "N", "C", "C", "N", "H", "H", "H", "H", "H", "H", "Te", "C", "C", "C", "C", "C", "C", "H", "H", "H", "H", "H"], "xyz": [[0.29, 0.73, -0.40], [-1.30, -3.29, -2.08], [-2.32, -2.37, -1.41], [-2.17, -2.43, 0.11], [-2.01, -0.62, -1.94], [-2.30, -0.61, -3.78], [-3.44, -1.45, -4.35], [-2.42, 0.84, -4.25], [-3.44, 0.28, -1.26], [-4.75, -0.11, -1.53], [-5.86, 0.59, -1.08], [-7.26, 0.16, -1.41], [-5.60, 1.74, -0.32], [-4.32, 2.14, -0.01], [-3.17, 1.42, -0.43], [-1.91, 1.67, -0.02], [-1.61, 2.77, 0.78], [-1.93, 4.08, 0.40], [-1.60, 5.16, 1.20], [-0.94, 4.99, 2.41], [-0.59, 6.16, 3.29], [-0.61, 3.70, 2.79], [-0.91, 2.58, 2.00], [-0.55, 0.84, 2.47], [-1.94, 0.48, 3.65], [-1.98, 1.35, 4.91], [-3.27, 0.56, 2.91], [1.03, 0.69, 3.45], [0.97, -0.65, 4.20], [1.57, 1.80, 4.35], [-1.35, -4.29, -1.65], [-0.29, -2.91, -1.92], [-1.47, -3.38, -3.16], [-3.34, -2.67, -1.68], [-1.17, -2.11, 0.41], [-2.31, -3.46, 0.46], [-2.90, -1.80, 0.61], [-1.36, -1.01, -4.18], [-4.41, -0.97, -4.17], [-3.48, -2.46, -3.93], [-3.33, -1.55, -5.43], [-3.35, 1.28, -3.88], [-2.42, 0.89, -5.34], [-1.58, 1.44, -3.88], [-4.91, -1.01, -2.10], [-7.32, -0.93, -1.50], [-7.61, 0.58, -2.35], [-7.96, 0.46, -0.63], [-6.44, 2.32, 0.06], [-4.19, 3.01, 0.62], [-2.43, 4.23, -0.55], [-1.86, 6.16, 0.87], [-0.91, 7.10, 2.84], [0.48, 6.22, 3.47], [-1.09, 6.08, 4.27], [-0.11, 3.56, 3.73], [-1.78, -0.56, 3.95], [-2.06, 2.41, 4.65], [-1.10, 1.21, 5.54], [-2.87, 1.10, 5.51], [-3.50, 1.59, 2.62], [-4.08, 0.21, 3.55], [-3.27, -0.03, 1.99], [1.74, 0.55, 2.64], [0.35, -0.59, 5.10], [1.98, -0.94, 4.50], [0.58, -1.44, 3.56], [0.90, 2.06, 5.17], [1.79, 2.71, 3.78], [2.51, 1.46, 4.80], [4.14, 1.64, 1.51], [3.34, 1.10, 0.49], [2.15, 1.65, 0.41], [4.22, 1.15, -0.77], [3.74, 0.29, -1.80], [3.72, -1.06, -1.35], [2.78, -1.17, -0.17], [3.26, -0.37, 0.86], [1.51, -1.13, -0.39], [3.52, 1.85, 2.22], [5.24, 0.86, -0.49], [4.21, 2.16, -1.17], [4.73, -1.39, -1.07], [3.34, -1.67, -2.17], [3.42, -0.51, -4.72], [2.04, -0.80, -4.35], [1.65, -2.20, -4.27], [1.38, 0.08, -3.61], [0.76, 0.87, -3.04], [3.59, -0.88, -5.73], [4.13, -0.97, -4.04], [3.58, 0.57, -4.70], [1.86, -2.67, -5.23], [0.58, -2.26, -4.08], [2.17, -2.74, -3.48], [2.90, -3.49, 0.41], [4.97, -3.94, 0.56], [5.79, -3.12, 1.34], [7.15, -3.38, 1.46], [7.72, -4.47, 0.81], [6.91, -5.28, 0.02], [5.56, -5.01, -0.11], [5.35, -2.27, 1.86], [7.77, -2.73, 2.07], [8.78, -4.67, 0.91], [7.35, -6.13, -0.50], [4.94, -5.64, -0.74]], "mulliken_charge": [1.787, -1.367, 0.290, -1.560, 1.553, 0.863, -1.820, -1.812, 0.236, -0.022, 0.088, -1.683, -1.247, -0.536, -1.013, 0.256, -0.094, -0.165, -0.864, 0.256, -1.567, -1.044, 0.379, 0.856, 0.571, -1.478, -1.441, 2.726, -1.802, -2.002, 0.537, 0.006, 0.266, 0.566, 0.016, 0.552, 0.224, 0.006, 0.360, 0.358, 0.481, 0.308, 0.479, 0.315, 0.267, 0.363, 0.279, 0.397, 0.326, 0.412, 0.580, 0.293, 0.384, 0.307, 0.316, 0.721, 0.741, 0.219, 0.260, 0.475, 0.295, 0.578, -0.026, -1.541, 0.295, 0.459, 0.402, 0.303, 0.538, 0.481, -0.702, 0.413, -1.127, -0.889, -0.232, 0.134, 0.118, -0.131, -0.384, 0.395, 0.339, 0.387, 0.294, -0.315, -0.904, -0.014, -0.379, 0.650, -0.697, 0.360, 0.269, 0.352, 0.400, -0.120, 0.196, -0.017, -0.200, -0.155, -0.531, -0.389, -0.422, -0.401, 0.379, 0.362, 0.351, 0.339, 0.326], "multiplicity": 1, "orbital_gap_ev": 6.5, "lumo_ha": 0.089, "e_tot_ev": -100374.1898, "charge": -1, "e_homo_ev": -4.068}



Entry 4:
{"formula": "C14H40N4O3P", "method": "ωB97M-V/def2-TZVPD", "elements": ["N", "C", "C", "P", "H", "H", "H", "H", "H", "H", "H", "C", "C", "C", "O", "C", "N", "H", "H", "H", "H", "H", "H", "H", "H", "H", "H", "H", "C", "C", "C", "O", "C", "N", "H", "H", "H", "H", "H", "H", "H", "H", "H", "H", "H", "C", "C", "C", "O", "C", "N", "H", "H", "H", "H", "H", "H", "H", "H", "H", "H", "H"], "xyz": [[-1.88, 3.87, 1.24], [-2.56, 4.37, 0.33], [-3.87, 5.05, 0.69], [-5.10, 3.73, 0.59], [-1.06, 3.45, 0.80], [-2.31, 4.34, -0.72], [-3.83, 5.43, 1.70], [-4.07, 5.81, -0.05], [-4.99, 3.16, -0.67], [-6.39, 4.23, 0.79], [-4.81, 2.76, 1.55], [1.07, -1.97, 0.62], [1.27, -0.78, -0.32], [1.19, 0.58, 0.38], [-0.13, 1.00, 0.72], [-0.66, 0.41, 1.89], [0.31, -0.88, -1.42], [0.03, -2.13, 0.87], [1.43, -2.88, 0.14], [1.63, -1.84, 1.55], [2.28, -0.87, -0.73], [1.56, 1.33, -0.32], [1.85, 0.61, 1.26], [0.12, 0.26, 2.65], [-1.15, -0.54, 1.68], [-1.41, 1.09, 2.30], [0.51, -0.16, -2.11], [-0.61, -0.63, -1.06], [-6.00, -2.66, -1.27], [-4.73, -3.24, -1.88], [-3.43, -2.67, -1.27], [-3.10, -1.35, -1.70], [-3.80, -0.32, -1.05], [-4.78, -3.08, -3.33], [-6.23, -1.67, -1.67], [-6.85, -3.30, -1.51], [-5.93, -2.59, -0.19], [-4.72, -4.31, -1.66], [-2.60, -3.29, -1.60], [-3.45, -2.72, -0.18], [-4.00, -0.56, 0.01], [-4.74, -0.09, -1.55], [-3.17, 0.58, -1.09], [-3.99, -3.57, -3.75], [-4.60, -2.10, -3.55], [5.63, 0.63, -0.52], [5.57, 0.69, 1.01], [6.91, 0.37, 1.69], [7.27, -0.99, 1.71], [7.85, -1.48, 0.51], [4.50, -0.19, 1.47], [5.61, -0.39, -0.89], [4.76, 1.14, -0.94], [6.52, 1.12, -0.90], [5.31, 1.71, 1.28], [6.82, 0.66, 2.75], [7.72, 0.98, 1.27], [8.48, -0.73, 0.03], [7.09, -1.83, -0.19], [8.47, -2.33, 0.77], [4.38, -0.07, 2.48], [4.82, -1.15, 1.38]], "nbo_charge": [-0.538, 0.076, -0.749, 0.811, 0.383, 0.185, 0.296, 0.281, 0.076, 0.081, 0.091, -0.614, -0.087, -0.079, -0.578, -0.249, -0.820, 0.194, 0.225, 0.209, 0.205, 0.179, 0.190, 0.183, 0.169, 0.174, 0.348, 0.352, -0.614, -0.085, -0.078, -0.544, -0.250, -0.818, 0.192, 0.230, 0.199, 0.199, 0.201, 0.161, 0.167, 0.161, 0.171, 0.358, 0.349, -0.615, -0.080, -0.074, -0.546, -0.250, -0.842, 0.206, 0.211, 0.210, 0.187, 0.185, 0.167, 0.170, 0.164, 0.196, 0.354, 0.362], "multiplicity": 1, "orbital_gap_ev": 7.2, "lumo_ha": -0.132, "e_tot_ev": -36548.4858, "charge": 1, "e_homo_ev": -10.817}



Entry 5:
{"formula": "C3H7BrS", "method": "ωB97M-V/def2-TZVPD", "elements": ["C", "C", "Br", "H", "H", "H", "C", "S", "H", "H", "H", "H"], "xyz": [[2.15, -0.78, 1.61], [1.84, -1.32, 0.45], [0.28, -2.37, 0.19], [2.94, 0.07, 1.49], [1.81, -0.87, 2.64], [2.20, -0.90, -0.44], [-2.08, 0.85, -1.36], [-1.57, 0.89, 0.38], [-2.73, 1.73, -1.58], [-2.62, -0.05, -1.44], [-1.22, 0.64, -2.23], [-0.99, 2.11, 0.29]], "nbo_charge": [-0.396, -0.271, 0.028, 0.204, 0.225, 0.210, -0.746, -0.026, 0.223, 0.219, 0.213, 0.115], "multiplicity": 1, "orbital_gap_ev": 9.7, "smiles": "C=CBr.CS", "lumo_ha": 0.029, "e_tot_ev": -84100.3633, "charge": 0, "e_homo_ev": -8.940}



Please write out number 5 again, unchanged.
{"formula": "C3H7BrS", "method": "ωB97M-V/def2-TZVPD", "elements": ["C", "C", "Br", "H", "H", "H", "C", "S", "H", "H", "H", "H"], "xyz": [[2.15, -0.78, 1.61], [1.84, -1.32, 0.45], [0.28, -2.37, 0.19], [2.94, 0.07, 1.49], [1.81, -0.87, 2.64], [2.20, -0.90, -0.44], [-2.08, 0.85, -1.36], [-1.57, 0.89, 0.38], [-2.73, 1.73, -1.58], [-2.62, -0.05, -1.44], [-1.22, 0.64, -2.23], [-0.99, 2.11, 0.29]], "nbo_charge": [-0.396, -0.271, 0.028, 0.204, 0.225, 0.210, -0.746, -0.026, 0.223, 0.219, 0.213, 0.115], "multiplicity": 1, "orbital_gap_ev": 9.7, "smiles": "C=CBr.CS", "lumo_ha": 0.029, "e_tot_ev": -84100.3633, "charge": 0, "e_homo_ev": -8.940}



> Which formula does entry 5 have?

C3H7BrS